A 2-piece molecular cluster, C3H11N3O2 overall at a distorted geometry. Source: the OMol25 dataset; level of theory: ωB97M-V/def2-TZVPD.

- spin multiplicity = 1
- strongest force on any atom (eV/A) = 2.89
- Kohn-Sham gap (eV) = 9.94
- E_tot (hartree) = -435.6547
- SMILES = NC(=O)O.CNCN
- energy above the lowest of the compared OMol25 structures with the same formula, charge and spin (kJ/mol) = 93.5

Cartesian coordinates (Å):
1 N 0.141 -0.654 0.368
2 O -3.891 0.062 -2.499
3 C 2.727 0.026 1.812
4 O -3.176 0.710 -0.395
5 H -0.337 -0.967 1.210
6 H 2.677 1.348 0.185
7 C -2.939 0.119 -1.451
8 H 0.928 -1.307 0.215
9 H 2.430 -1.030 1.917
10 H 0.343 1.367 -0.167
11 H -4.021 -0.860 -2.679
12 C 0.742 0.688 0.610
13 H 0.385 1.092 1.568
14 N 2.170 0.552 0.573
15 H 3.825 0.068 1.889
16 H -1.629 -0.733 -2.807
17 N -1.742 -0.496 -1.813
18 H 2.302 0.541 2.693
19 H -0.936 -0.527 -1.228